No. 1
Below is a structure of composition H22Mg3O23S3 at a distorted geometry, with properties calculated with the ωB97M-V functional and the def2-TZVPD basis.

HOMO   -0.2809 hartree
HOMO-LUMO gap   5.63 eV
E_LUMO   -2.01 eV
Energy relative to the best compared isomer or geometry (same formula, charge and spin)   24.52 kcal/mol

```
51
Properties=species:S:1:pos:R:3:forces:R:3
Mg 1.3515 1.7614 2.1044 0.24 -1.08 0.63
Mg -2.1431 -1.3258 1.5887 -0.91 -0.39 0.17
Mg -1.5521 1.4390 -1.9524 -1.06 -1.46 0.26
S 0.4844 -0.3032 -0.1251 -2.07 -2.28 -0.20
O 1.3016 0.5602 0.7287 1.07 -0.47 -1.01
O -0.1330 0.5594 -1.1579 1.67 -0.42 0.49
O 1.3064 -1.3470 -0.7437 -0.05 0.92 -0.04
O -0.5643 -0.9866 0.6536 2.50 1.33 -1.19
S -1.4521 0.4914 3.2510 -3.97 0.10 2.39
O -1.9716 1.0594 4.4829 0.24 -0.03 -0.86
O -0.1901 1.1317 2.9467 1.85 1.18 -0.38
O -1.3560 -0.9579 3.2898 1.78 -2.03 1.85
O -2.4061 0.5713 2.0867 0.07 2.62 -0.60
S -3.7244 -0.9897 -1.2219 -2.03 -0.59 0.11
O -3.7283 -2.1483 -2.0966 0.92 -0.35 -0.31
O -3.1590 -1.3237 0.0958 -0.70 -0.63 -0.03
O -2.8009 0.0481 -1.7369 1.09 1.17 -1.72
O -5.0423 -0.4341 -1.0594 -0.49 0.55 0.01
O -0.2562 3.0697 -1.8908 -0.23 1.13 -0.28
H -0.6675 3.8895 -2.1946 0.08 0.19 0.05
H 0.6786 3.1735 -2.0951 0.09 -0.45 -0.19
O 4.0681 -0.0439 -0.4487 0.15 0.77 0.11
H 4.3038 0.1405 -1.3619 0.04 -0.34 -0.11
H 3.1159 0.1050 -0.4039 -0.08 -0.39 0.09
O -1.0601 -3.3015 -1.2379 0.54 -0.16 -0.05
H -0.3660 -2.6382 -1.1572 0.14 0.04 -0.16
H -1.7480 -2.8759 -1.7732 -0.60 -0.05 0.22
O -2.2409 2.1139 -0.1873 0.27 1.41 0.22
H -2.0024 1.5241 0.5568 -0.46 -0.63 0.48
H -2.8774 2.7278 0.1879 -0.32 -0.25 -0.07
O 0.2539 3.0942 1.2279 -0.70 1.58 0.03
H 0.0806 3.4658 0.3576 0.07 -0.34 -0.22
H -0.4605 3.4239 1.7874 -0.21 -0.24 0.05
O 2.5442 0.4672 3.2336 0.54 0.54 0.45
H 2.6271 -0.4930 3.2168 -0.31 -0.11 -0.36
H 3.0277 0.7440 4.0181 -0.01 -0.11 0.11
O -1.7184 -3.2188 1.4665 0.43 -1.23 0.55
H -1.1480 -3.3358 0.6897 -0.30 0.05 -0.61
H -1.9884 -4.1057 1.7099 -0.21 0.09 0.14
O 2.8746 -2.1760 -2.8184 0.12 -0.08 -0.09
H 2.3326 -2.0489 -2.0215 0.20 0.08 -0.22
H 2.6552 -1.4296 -3.3795 -0.09 0.00 -0.04
O 2.4212 -3.4847 0.5606 -0.02 -0.04 0.24
H 1.9516 -2.6844 0.2775 0.15 -0.17 -0.07
H 2.0581 -4.1860 0.0135 -0.01 -0.04 -0.03
O -0.9239 0.8093 -3.8490 0.17 0.53 -0.45
H -0.7719 -0.1190 -4.0606 -0.25 -0.22 0.39
H -0.8234 1.2756 -4.6838 -0.07 0.02 -0.05
O 2.9565 2.6125 1.1950 0.64 0.82 0.40
H 3.6571 3.0840 1.6577 0.12 -0.04 0.00
H 3.2256 2.6155 0.2719 -0.06 -0.51 -0.09
```
Forces are in eV/Å.


No. 2
Below is a structure of composition C5H5NS at a distorted geometry, with properties calculated with the ωB97M-V functional and the def2-TZVPD basis.

HOMO   -0.2840 hartree
HOMO-LUMO gap   8.71 eV
E_LUMO   0.98 eV
Energy relative to the best compared isomer or geometry (same formula, charge and spin)   32.86 kcal/mol

```
12
Properties=species:S:1:pos:R:3:forces:R:3
C 0.5932 -1.5545 1.0404 0.85 0.31 0.07
C -0.5110 0.3298 0.7464 -0.83 -0.73 -0.50
C -0.9853 1.3312 -0.0399 -0.77 1.51 2.21
C 0.5084 0.1130 -1.2161 1.62 -0.78 -0.92
C 0.3486 -0.4968 -0.0030 0.52 1.01 0.47
H 1.5824 -1.6470 1.5262 -0.43 0.19 -0.50
H 0.2446 -2.4877 0.7082 -0.34 -1.48 -0.16
H -1.7156 2.1307 0.2877 1.20 -0.89 -1.13
H -0.3514 1.8653 -1.9093 -0.14 1.19 -1.75
H 1.1389 -0.1078 -2.1039 -0.67 0.17 0.89
N -0.2249 1.2571 -1.1718 -0.81 -0.60 0.54
S -0.6279 -0.7335 2.1351 -0.20 0.09 0.78
```
Forces are in eV/Å.


No. 3
Below is a cluster of 6 separate species, C17H39NO5Si in total at a distorted geometry, with properties calculated with the ωB97M-V functional and the def2-TZVPD basis.

HOMO   -0.3305 hartree
HOMO-LUMO gap   9.21 eV
E_LUMO   0.21 eV
SMILES   C=C[SiH2]c1cccnc1.CCO.CCO.CCO.CCO.CCO

```
63
Properties=species:S:1:pos:R:3:forces:R:3
C 2.0411 3.6993 0.9551 -2.76 0.23 -0.89
C 0.7055 3.7318 0.4750 2.32 0.87 0.66
Si -0.5837 2.3298 0.6210 -0.35 1.48 0.79
C -2.2998 3.1896 0.8848 -1.56 0.01 0.47
C -3.3191 2.4593 1.8164 -1.65 5.33 -2.28
C -4.6436 3.2934 1.9769 3.73 0.32 -2.06
C -4.6944 4.6251 1.2122 0.21 -1.36 0.64
N -3.7595 5.2331 0.3432 0.93 -3.49 1.79
C -2.5439 4.5245 0.1635 -2.38 -1.89 2.39
H 2.7895 4.4182 0.4646 -1.09 -0.90 1.45
H 2.3077 3.0207 1.8378 0.08 0.72 -1.91
H 0.3554 4.7081 -0.0315 0.94 -1.79 0.10
H -0.2400 1.5347 1.8264 -0.09 -0.12 -0.12
H -0.6288 1.4439 -0.5658 0.10 0.18 0.04
H -3.1276 1.4690 2.3348 -0.16 1.50 -0.83
H -5.5088 2.9258 2.6247 1.36 0.78 -1.10
H -5.6617 5.2307 1.3780 1.75 -0.97 -0.43
H -1.7576 4.9919 -0.5322 -1.45 -0.87 1.27
C 6.1866 3.2429 3.7717 0.13 0.10 -0.05
C 4.7133 3.3857 4.0985 0.23 -0.29 0.03
O 3.9475 2.4646 3.3299 -0.15 -0.09 -0.03
H 6.3623 3.4215 2.7077 -0.05 0.07 0.09
H 6.7854 3.9492 4.3516 0.02 -0.08 -0.03
H 6.5341 2.2281 3.9864 0.01 0.07 0.11
H 4.3654 4.3934 3.8624 -0.13 -0.17 -0.06
H 4.5287 3.1965 5.1606 0.06 0.18 0.05
H 4.2546 1.5753 3.5501 -0.10 0.18 -0.07
C 1.6727 0.2156 -3.6346 0.04 -0.01 -0.14
C 0.5563 -0.2154 -2.7048 0.21 0.16 0.03
O 1.0696 -0.4452 -1.3965 0.08 -0.02 0.21
H 2.4526 -0.5492 -3.6775 -0.13 -0.01 -0.03
H 1.2939 0.3903 -4.6444 0.06 0.01 0.04
H 2.1455 1.1336 -3.2724 -0.09 0.04 -0.06
H 0.1022 -1.1422 -3.0577 0.06 0.09 0.18
H -0.2235 0.5514 -2.6475 -0.07 -0.01 -0.16
H 1.4625 0.3824 -1.0875 -0.06 -0.18 -0.06
C 0.1175 -3.0851 0.1585 -0.16 0.19 0.10
C 0.2687 -3.6738 1.5468 0.23 -0.16 -0.53
O 0.2360 -5.0954 1.4807 -0.08 -0.24 0.22
H -0.8235 -3.4087 -0.2954 0.01 0.03 0.10
H 0.1354 -1.9942 0.1934 0.07 -0.09 -0.16
H 0.9224 -3.4289 -0.4976 0.05 0.15 0.07
H -0.5486 -3.3452 2.1928 0.08 -0.17 0.06
H 1.2142 -3.3644 2.0034 -0.09 0.20 0.06
H 0.9665 -5.3777 0.9154 -0.18 0.06 0.12
C 0.8760 -4.3232 -5.8461 0.15 -0.08 -0.02
C -0.0239 -3.9046 -4.7004 -0.06 0.01 -0.39
O -0.3940 -2.5376 -4.8397 -0.09 0.14 0.04
H 1.7757 -3.7030 -5.8732 -0.06 -0.07 0.09
H 1.1721 -5.3703 -5.7476 -0.01 0.04 -0.07
H 0.3680 -4.1903 -6.8058 -0.03 -0.11 0.05
H 0.4945 -4.0181 -3.7460 -0.11 0.18 -0.02
H -0.9326 -4.5142 -4.6745 0.09 -0.15 0.09
H -0.8599 -2.4455 -5.6811 0.10 0.01 0.20
C -4.0192 -2.8016 0.7424 -0.12 0.05 -0.16
C -3.4794 -2.0436 1.9388 0.18 -0.42 -0.14
O -3.2775 -2.9337 3.0296 0.02 0.07 0.22
H -4.9629 -3.2925 0.9937 0.05 0.12 0.02
H -4.1851 -2.1297 -0.1034 0.02 -0.08 -0.01
H -3.3225 -3.5874 0.4360 0.04 0.11 -0.04
H -4.1873 -1.2743 2.2551 0.07 -0.12 0.15
H -2.5270 -1.5584 1.6986 -0.06 0.15 -0.14
H -2.6441 -3.6060 2.7447 -0.17 0.09 0.08
```
Forces are in eV/Å.